Run A
The following is a quantum chemistry calculation of a cluster of 2 separate species, C6H11NO in total, from the Open Molecules 2025 dataset.

Summary:
HOMO ... -0.2840 Ha
LUMO energy ... 0.0322 Ha

Last column: Mulliken charge in e.
Cartesian coordinates (Å):
C (-1.20428, -0.52553, 0.08011)  0.923
C (1.92540, -0.06724, 1.29165)  -0.420
C (1.65819, -0.07351, -0.13230)  0.660
C (-2.45517, -1.24855, -0.34409)  -1.134
C (-1.32953, 0.91201, 0.66823)  -1.232
C (1.83924, 0.60101, -1.48152)  -1.130
N (-0.18213, -1.06689, -0.36304)  -0.724
O (2.54872, -0.95605, 0.39019)  -0.423
H (2.61821, 0.81805, 1.54056)  0.236
H (1.11868, -0.36334, 1.92192)  0.323
H (-2.90685, -0.72862, -1.20976)  0.237
H (-2.04120, -2.17226, -0.46886)  0.419
H (-3.12103, -1.12062, 0.50294)  0.291
H (-1.96999, 1.44740, 0.13535)  0.409
H (-0.35396, 1.44795, 0.90733)  0.249
H (-1.73348, 0.71773, 1.73783)  0.324
H (2.78783, 0.95060, -1.47684)  0.462
H (1.05523, 1.47528, -1.45472)  0.216
H (1.74613, -0.04743, -2.24499)  0.313

---

Run B
The following is a quantum chemistry calculation of a structure of composition C6H11NO, from the Open Molecules 2025 dataset.

Summary:
HOMO ... -0.2792 Ha
LUMO energy ... 0.0267 Ha

Last column: Mulliken charge in e.
Cartesian coordinates (Å):
C (-0.13950, 0.46807, -0.96900)  -0.535
C (0.26204, 1.89244, -1.21164)  -1.275
C (-1.59254, -1.29997, 0.04644)  -1.403
C (1.17878, -0.11913, 0.43964)  0.573
C (-0.80950, -0.02678, 0.17475)  1.440
N (1.32817, -1.53332, 0.40259)  -0.430
C (-0.45222, 0.39940, 1.46828)  -1.435
O (2.02499, 0.73526, 0.58490)  -0.593
H (-0.24487, -0.14607, -1.85817)  0.422
H (1.81889, -1.78605, -0.44946)  0.251
H (1.91227, -1.80617, 1.18814)  0.277
H (0.01512, 2.53751, -0.36867)  0.272
H (1.34295, 1.97229, -1.36354)  0.286
H (-0.24197, 2.28091, -2.10031)  0.405
H (-2.64722, -1.01512, -0.04632)  0.363
H (-1.31485, -1.86785, -0.83997)  0.362
H (-1.48512, -1.93631, 0.92298)  0.355
H (-0.82977, -0.15845, 2.31548)  0.351
H (-0.12564, 1.40935, 1.66388)  0.313

---

Run C
The following is a quantum chemistry calculation of a structure of composition C6H11NO, from the Open Molecules 2025 dataset.

Summary:
HOMO (alpha / beta) ... -0.2910 / -0.2910 Ha
LUMO energy (alpha / beta) ... 0.0185 / 0.0186 Ha

Last column: Mulliken charge in e.
Cartesian coordinates (Å):
C (1.23095, 0.07596, 0.38856)  -1.055
C (-0.69612, -1.95969, 0.46843)  -1.322
C (-0.36565, 2.49032, 0.00292)  -1.189
C (-0.09451, -1.10008, -0.63420)  1.110
C (-0.42311, 1.09537, -0.40618)  0.665
C (-0.99149, 0.08658, -0.97335)  -0.819
O (1.07661, 0.50112, 1.73058)  -0.525
N (0.69672, -1.61922, -1.55531)  -0.811
H (0.90753, -0.27875, 2.27157)  0.339
H (0.46670, -1.26972, -2.48545)  0.256
H (1.84181, 0.78698, -0.16748)  0.452
H (1.85993, -0.81492, 0.35813)  0.509
H (-1.92016, -0.02133, -1.52659)  0.372
H (0.07941, -2.60554, 0.88514)  0.342
H (-1.12595, -1.35139, 1.26676)  0.370
H (-1.48068, -2.58539, 0.03486)  0.361
H (0.48049, 3.00380, -0.46213)  0.285
H (-1.29016, 3.00766, -0.28411)  0.358
H (-0.25232, 2.55823, 1.08784)  0.300

---

Run D
The following is a quantum chemistry calculation of the molecule C6H11NO, from the Open Molecules 2025 dataset.

Summary:
HOMO (alpha / beta) ... -0.2668 / -0.2671 Ha
LUMO energy (alpha / beta) ... 0.0345 / 0.0346 Ha

Last column: Mulliken charge in e.
Cartesian coordinates (Å):
C (0.64302, -0.62811, -0.05191)  0.240
C (0.06766, -0.39898, -1.24299)  0.422
C (0.16626, 1.73669, 0.55643)  0.023
C (0.94876, -1.70165, 0.84165)  -1.041
C (-0.09799, -1.46039, -2.27647)  -1.123
C (-0.55652, 1.74301, 1.90250)  -1.292
N (-0.63853, 1.77063, -0.49743)  -0.139
O (-0.34694, 0.93592, -1.59183)  -0.373
H (1.14942, 2.31114, 0.40510)  0.195
H (1.97001, -2.14173, 0.79733)  0.263
H (0.28036, -2.54331, 0.50610)  0.299
H (0.72779, -1.39594, 1.86971)  0.259
H (-0.94965, -2.13597, -1.90600)  0.241
H (0.83132, -2.04776, -2.20587)  0.307
H (-0.36988, -1.05514, -3.29912)  0.319
H (0.00174, 1.44569, 2.67117)  0.387
H (-1.41425, 1.06437, 1.84248)  0.347
H (-0.76443, 2.75988, 2.13000)  0.378
H (-1.64816, 1.74167, -0.45085)  0.290

---

On energetic grounds, run B is preferred over the next structure by 47.6 kcal/mol.

---

Run A
The following is a quantum chemistry calculation of a cluster of 2 separate species, C6H11NO in total, from the Open Molecules 2025 dataset.

Summary:
HOMO ... -0.2502 Ha
LUMO energy ... -0.1241 Ha

Last column: Mulliken charge in e.
Cartesian coordinates (Å):
O (-0.28286, -3.28651, -0.45968)  -0.857
C (-0.09027, 1.54775, -1.73857)  -0.237
N (-1.08712, 1.82313, -2.48414)  -0.537
C (-0.36691, 0.58079, -0.43841)  0.779
C (0.70067, 0.41034, 0.50752)  -0.236
C (0.42732, 0.60625, 1.87322)  0.024
C (1.23616, 0.41974, 2.93291)  -0.737
C (-0.77229, -0.74629, -1.07923)  -1.889
H (-0.69010, 0.81577, -2.85750)  0.368
H (0.63037, 2.36320, -1.51825)  0.347
H (-1.18047, 1.14014, 0.01952)  0.222
H (-0.11627, -4.23765, -0.38155)  0.181
H (1.74316, 0.39736, 0.19810)  0.376
H (-0.58487, 0.93292, 2.10805)  0.235
H (2.24514, 0.02895, 2.85708)  0.286
H (0.84604, 0.72256, 3.89627)  0.262
H (0.05615, -1.35066, -1.45471)  0.488
H (-1.65179, -0.75605, -1.71689)  0.487
H (-1.06207, -1.41174, -0.26374)  0.438

---

Run B
The following is a quantum chemistry calculation of the molecule C6H11NO, from the Open Molecules 2025 dataset.

Summary:
Structure (SMILES) ... C[C@]12COCCN1C2
HOMO ... -0.3325 Ha
LUMO energy ... 0.0388 Ha

Last column: Mulliken charge in e.
Cartesian coordinates (Å):
C (0.83457, 0.95701, 1.12517)  -1.772
C (0.76553, 0.32502, -0.24666)  0.802
C (-0.17782, 1.10154, -1.04407)  -0.801
O (-1.32951, 0.91383, -0.17564)  -0.472
C (-1.80667, -0.41940, -0.07053)  -0.373
C (-0.73709, -1.31825, 0.45484)  -0.436
N (0.26627, -1.01467, -0.56934)  -0.407
C (1.78480, -0.69562, -0.50944)  -0.380
H (-0.17160, 1.56177, 1.31416)  0.245
H (1.00899, 0.16979, 1.83592)  0.557
H (1.51154, 1.69927, 0.97467)  0.537
H (-0.08421, 2.22961, -1.15454)  0.244
H (-0.32141, 0.55835, -1.90937)  0.509
H (-2.70933, -0.31639, 0.51660)  0.374
H (-1.96272, -0.80207, -1.17045)  0.264
H (-0.50469, -0.98012, 1.53725)  0.098
H (-1.00946, -2.34335, 0.43366)  0.456
H (2.14553, -0.66792, -1.61833)  0.238
H (2.49729, -0.95841, 0.27610)  0.316

---

Run C
The following is a quantum chemistry calculation of the molecule C6H11NO, from the Open Molecules 2025 dataset.

Summary:
Structure (SMILES) ... CC(=C=O)CCCN
HOMO ... -0.3085 Ha
LUMO energy ... 0.0328 Ha

Last column: Mulliken charge in e.
Cartesian coordinates (Å):
C (-2.01609, 0.96094, -1.47744)  -1.419
C (-0.78057, 0.28385, -0.95269)  0.523
C (0.34608, 0.24981, -1.63712)  0.309
O (1.22196, 0.45099, -2.40385)  -0.482
C (-0.83035, -0.61308, 0.25618)  -0.297
C (0.55154, -1.24192, 0.36723)  -1.027
C (1.74364, -0.04169, 0.80367)  -0.632
N (1.45868, 0.56431, 2.04959)  -0.549
H (-2.33676, 1.75979, -0.79512)  0.304
H (-2.83756, 0.24412, -1.57106)  0.308
H (-1.81624, 1.40876, -2.44017)  0.368
H (-1.59801, -1.38184, 0.11783)  0.319
H (-1.07830, -0.03361, 1.15454)  0.232
H (0.61800, -1.88666, 1.25013)  0.392
H (0.78765, -1.91953, -0.45268)  0.432
H (1.90679, 0.73444, 0.06093)  0.392
H (2.65637, -0.63101, 0.85736)  0.332
H (0.66608, 1.19394, 2.00950)  0.234
H (1.33710, -0.10162, 2.80315)  0.261

---

Run D
The following is a quantum chemistry calculation of the molecule C6H11NO, from the Open Molecules 2025 dataset.

Summary:
Structure (SMILES) ... CN[C@]12CCO[C@@H]1C2
HOMO ... -0.2935 Ha
LUMO energy ... 0.0346 Ha

Last column: Mulliken charge in e.
Cartesian coordinates (Å):
C (-1.41123, 1.61414, -0.67190)  -0.794
N (-0.14767, 1.13858, -0.40183)  -0.273
C (0.04045, -0.32042, -0.62262)  0.311
C (-0.63635, -0.80439, 0.74640)  -0.624
C (0.49104, -0.37416, 1.73108)  -0.562
O (1.86519, -0.36549, 0.90131)  -0.471
C (1.42217, -1.00076, -0.14855)  -0.210
C (1.12436, -0.68175, -1.53783)  -0.552
H (-1.61030, 1.11888, -1.60686)  0.304
H (-1.28282, 2.77871, -0.83977)  0.285
H (-2.22887, 1.35997, 0.10352)  0.192
H (0.29505, 1.41967, 0.56686)  0.272
H (-1.81161, -0.52049, 0.93113)  0.227
H (-0.71015, -1.87934, 0.66673)  0.365
H (0.70405, -1.05332, 2.52652)  0.395
H (0.22568, 0.79385, 2.07247)  0.198
H (1.52623, -2.04773, 0.03643)  0.394
H (1.26486, 0.27685, -1.96627)  0.360
H (0.87991, -1.45280, -2.48683)  0.185

---

On energetic grounds, run C is preferred over the next structure by 63.9 kcal/mol.

---

Run A
The following is a quantum chemistry calculation of a structure of composition C6H11NO, from the Open Molecules 2025 dataset.

Summary:
HOMO ... -0.3019 Ha
LUMO energy ... 0.0306 Ha

Last column: Mulliken charge in e.
Cartesian coordinates (Å):
C (-1.13898, 0.06331, 1.83696)  -0.790
C (-0.72256, 0.90318, -1.19253)  -1.610
C (0.24212, -1.43810, -1.41611)  -1.653
C (1.13464, -0.00474, 0.67518)  0.420
C (-0.17311, -0.31584, -0.49519)  1.553
N (1.44274, 1.32875, 0.69074)  -0.314
C (-0.78419, -0.71497, 0.77444)  -0.497
O (1.92382, -0.85437, 1.01330)  -0.612
H (2.29305, 1.55996, 1.18049)  0.253
H (0.75124, 2.04030, 0.54510)  0.206
H (-1.49577, -0.38967, 2.74585)  0.264
H (-1.11261, 1.14219, 1.81555)  0.203
H (-0.80850, -1.78696, 0.92292)  0.303
H (-1.45926, 0.58775, -1.93301)  0.415
H (0.07899, 1.44835, -1.69615)  0.363
H (-1.22198, 1.59558, -0.51568)  0.331
H (0.95374, -1.07080, -2.15825)  0.377
H (-0.62497, -1.85256, -1.93243)  0.418
H (0.72160, -2.24136, -0.86117)  0.370

---

Run B
The following is a quantum chemistry calculation of a cluster of 2 separate species, C6H11NO in total, from the Open Molecules 2025 dataset.

Summary:
Structure (SMILES) ... Cc1c[nH]cc1C.O
HOMO ... -0.2921 Ha
LUMO energy ... 0.0311 Ha

Last column: Mulliken charge in e.
Cartesian coordinates (Å):
C (0.10958, -1.11119, -2.81905)  -1.238
C (-0.54780, -0.79428, -1.52637)  0.804
C (-1.92838, -0.73094, -1.49727)  -0.813
N (-2.30514, -0.43876, -0.18984)  -0.030
C (-1.15429, -0.25375, 0.53892)  -0.784
C (-0.04493, -0.44147, -0.25599)  0.471
C (1.40063, -0.74607, 0.07533)  -1.201
H (0.43452, -2.13135, -2.94463)  0.266
H (1.01406, -0.48504, -2.91919)  0.308
H (-0.51896, -0.85813, -3.69624)  0.351
H (-2.66081, -1.05660, -2.22358)  0.347
H (-3.26235, -0.52712, 0.16285)  0.232
H (-1.10370, 0.17456, 1.52124)  0.388
H (1.87918, -1.71156, -0.18808)  0.298
H (2.11663, -0.18036, -0.55807)  0.292
H (1.48168, -0.59508, 1.16135)  0.310
O (1.99835, 3.66200, 5.18483)  -0.636
H (1.39745, 4.11569, 5.79164)  0.317
H (1.69430, 4.10944, 4.38217)  0.318

---

Run C
The following is a quantum chemistry calculation of the molecule C6H11NO, from the Open Molecules 2025 dataset.

Summary:
Structure (SMILES) ... C[C@@H]1CCCN1C=O
HOMO ... -0.3438 Ha
LUMO energy ... 0.0338 Ha

Last column: Mulliken charge in e.
Cartesian coordinates (Å):
C (1.13429, -0.35389, -1.88637)  -1.449
C (-0.01740, -0.18388, -0.90701)  0.202
C (-0.79525, 1.11284, -1.09476)  -0.693
C (-1.03611, 1.79094, 0.23768)  -0.592
C (0.07064, 1.18170, 1.11283)  -0.687
N (0.37906, -0.14424, 0.53884)  0.019
C (0.24101, -1.25825, 1.30887)  0.033
O (-0.01571, -2.36336, 0.87587)  -0.565
H (1.33902, -1.40290, -2.12742)  0.335
H (0.95491, 0.13813, -2.83957)  0.373
H (2.09397, -0.06421, -1.44461)  0.329
H (-0.58604, -1.11700, -0.93964)  0.345
H (-0.39757, 1.78182, -1.86337)  0.368
H (-1.77716, 0.83363, -1.49900)  0.291
H (-2.04322, 1.56614, 0.59741)  0.310
H (-0.89171, 2.86522, 0.32639)  0.312
H (-0.24382, 1.09861, 2.14675)  0.434
H (0.99001, 1.75967, 0.98069)  0.280
H (0.50898, -1.12113, 2.37244)  0.355

---

On energetic grounds, run C is preferred over the next structure by 17.1 kcal/mol.